21
Properties=species:S:1:pos:R:3 method="wB97M-V/def2-TZVPD" multiplicity=5 homo_ev="-25.6 / -24.2" charge=+4 de_lowest_kj_mol=43.14
Lu -0.383 0.304 -2.176
Ir 1.376 0.983 0.126
Cl -1.841 -1.554 -2.744
Cl -1.756 2.356 -2.423
C 2.506 1.877 -1.008
C 0.996 -0.929 -3.829
C 1.070 1.590 -3.674
O 3.235 2.458 -1.726
O 1.627 -1.471 -4.620
O 1.803 2.129 -4.376
Cl -3.139 0.752 3.391
C -1.760 -0.036 2.764
C -1.401 -1.314 3.202
C -0.253 -1.903 2.672
C 0.507 -1.209 1.730
N 0.134 0.019 1.341
C -0.985 0.627 1.800
H -2.021 -1.814 3.939
H 0.082 -2.890 2.969
H 1.416 -1.581 1.254
H -1.212 1.607 1.388

=====

20
Properties=species:S:1:pos:R:3 method="wB97M-V/def2-TZVPD" multiplicity=1 homo_ev=-10.5 charge=+1
O 1.686 -0.281 3.618
C 1.336 -0.303 2.535
Pb 0.175 -0.186 -0.183
C -0.907 0.043 -2.432
O -1.426 0.158 -3.444
C 1.779 -1.632 -1.242
O 2.053 -2.035 -2.317
C -1.249 -2.308 0.385
O -1.874 -3.237 0.587
C 1.754 1.820 -0.677
O 2.487 2.644 -0.966
H 2.224 -1.826 -0.167
S -2.767 3.734 1.607
C -3.631 2.237 1.920
C -2.896 1.163 1.472
N -1.680 1.508 0.888
C -1.489 2.839 0.903
H -4.599 2.187 2.396
H -3.187 0.119 1.537
H -0.600 3.333 0.502

=====

16
Properties=species:S:1:pos:R:3 method="wB97M-V/def2-TZVPD" multiplicity=1 homo_ev="-9.2 / -9.0" charge=0
C 1.251 -1.753 0.531
C 0.329 -2.369 -0.339
C 1.182 -0.475 0.757
C -0.767 -1.632 -0.773
C 0.103 0.274 0.301
C -0.878 -0.261 -0.486
C -0.255 1.629 1.036
C -0.170 2.518 0.041
O -0.519 1.596 2.220
O -1.043 3.810 -1.996
S -2.354 0.508 -0.822
S -0.115 3.842 -0.876
H 2.089 -2.306 1.037
H 0.620 -3.362 -0.392
H 2.046 0.016 1.122
H -1.519 -2.035 -1.360

=====

18
Properties=species:S:1:pos:R:3 method="wB97M-V/def2-TZVPD" multiplicity=1 homo_ev=-8.4 charge=0 de_lowest_kj_mol=0.00
C -1.335 2.084 -1.006
C -0.742 1.149 -1.839
C -1.308 1.946 0.348
C -0.029 0.043 -1.377
C 0.342 -0.453 2.248
C -0.713 0.819 0.894
C -0.149 -0.108 0.012
C 1.694 -2.349 0.199
N -0.375 0.631 2.185
N 0.466 -1.007 1.007
F 2.211 -3.074 1.153
F 2.554 -1.601 -0.417
I 0.494 -3.460 -1.074
H -1.760 2.886 -1.422
H -0.682 1.353 -2.965
H -1.781 2.640 0.877
H 0.435 -0.763 -2.067
H 0.679 -0.736 3.242

=====

21
Properties=species:S:1:pos:R:3 method="wB97M-V/def2-TZVPD" multiplicity=3 homo_ev="-22.5 / -21.7" charge=+3 de_lowest_kj_mol=240.22
O -0.821 2.511 -4.688
C -0.765 2.017 -3.657
W -0.807 0.548 -0.624
C -1.464 1.285 1.106
O -1.819 1.769 2.107
C -1.018 -1.487 -1.135
O -1.089 -2.672 -0.926
C 0.851 1.253 -1.473
O 1.819 1.678 -1.985
C -2.391 1.399 -1.592
O -3.354 1.851 -2.082
H -1.071 -0.987 -2.178
N 0.212 -1.456 1.683
C 1.181 -1.750 2.563
C 2.221 -0.870 2.304
C 1.828 -0.076 1.225
N 0.563 -0.428 0.858
H -0.681 -1.935 1.586
H 1.075 -2.534 3.294
H 3.142 -0.829 2.848
H 2.387 0.712 0.767

=====

19
Properties=species:S:1:pos:R:3 method="wB97M-V/def2-TZVPD" multiplicity=1 smiles="O=[N+]([O-])c1ncc(-c2ccccn2)s1" homo_ev=-9.5 charge=0 de_lowest_kj_mol=0.00
O 4.012 -2.350 -1.443
O 5.107 -1.749 0.395
N 2.734 -0.233 0.968
N -1.303 -0.360 -1.061
S 1.430 -1.188 -0.913
C 2.903 -1.055 0.008
C 1.555 0.402 1.082
C 0.616 -0.214 0.278
C -2.524 0.030 -1.434
C -0.766 0.085 0.056
C -3.244 0.900 -0.636
C -1.385 0.995 0.893
C -2.699 1.427 0.482
N 4.055 -1.738 -0.333
H 1.309 1.073 1.877
H -3.117 -0.477 -2.249
H -4.256 1.014 -1.023
H -1.064 1.440 1.880
H -3.363 1.999 1.173

=====

23
Properties=species:S:1:pos:R:3 method="wB97M-V/def2-TZVPD" multiplicity=5 homo_ev="-23.9 / -23.8" charge=+4
Au -0.542 -0.893 -4.596
V 0.144 -0.707 -0.990
Cl -1.481 -0.533 -2.499
Cl 2.006 -1.514 -1.823
C -0.757 -2.072 -0.172
C -0.509 -0.502 -6.608
C 0.053 -1.833 -6.295
O -1.382 -2.935 0.313
O -0.803 0.305 -7.458
O 0.557 -2.860 -6.659
N 0.595 2.007 4.614
C 0.341 1.331 3.474
C 1.202 0.369 2.914
C 0.981 -0.135 1.635
N -0.113 0.177 0.876
C -1.007 1.034 1.480
C -0.836 1.578 2.751
H 1.424 1.888 5.188
H -0.036 2.707 4.959
H 2.023 0.037 3.529
H 1.654 -0.870 1.201
H -1.940 1.205 0.935
H -1.576 2.217 3.229

=====

23
Properties=species:S:1:pos:R:3 method="wB97M-V/def2-TZVPD" multiplicity=1 homo_ev=-15.5 charge=+2
O 3.165 3.664 -2.693
C 2.565 3.058 -2.057
Ba 1.354 1.838 -0.773
O -0.062 4.421 0.132
C 0.454 3.560 -0.211
C 2.405 0.268 -1.500
O 2.917 -0.600 -1.837
C 2.781 2.133 0.629
O 3.488 2.246 1.412
C 0.079 1.694 -2.339
O -0.634 1.577 -3.118
S -0.284 0.624 1.528
C -0.914 -0.836 1.091
N -2.189 -0.995 0.594
C -2.551 -2.394 0.624
C -1.308 -3.105 1.227
N -0.364 -2.040 1.471
H -2.826 -0.230 0.298
H -2.762 -2.750 -0.397
H -3.431 -2.533 1.282
H -0.879 -3.839 0.522
H -1.568 -3.592 2.185
H 0.561 -2.170 1.928

=====

18
Properties=species:S:1:pos:R:3 method="wB97M-V/def2-TZVPD" multiplicity=1 homo_ev="-9.1 / -7.1" charge=0 de_lowest_kj_mol=374.88
C 2.953 0.869 1.202
C 2.179 -0.209 1.429
C 2.397 1.914 0.417
C 0.903 -0.379 0.837
C 0.428 0.728 0.065
C -0.038 -1.486 1.148
C -1.565 -1.317 -0.761
C -2.778 -0.476 -1.055
N 1.156 1.771 -0.049
O 0.055 -2.086 2.163
O -1.189 -1.782 0.387
Cl -0.560 -1.613 -2.099
H 3.847 0.832 1.833
H 2.564 -1.009 2.208
H 2.849 2.740 0.067
H -2.403 0.130 -1.826
H -3.092 0.101 -0.203
H -3.384 -1.210 -1.499

=====

23
Properties=species:S:1:pos:R:3 method="wB97M-V/def2-TZVPD" multiplicity=5 homo_ev="-19.7 / -19.7" charge=+3
O -0.147 2.288 -2.059
C -0.157 1.135 -1.861
Ho -0.189 -1.253 -1.396
O -0.172 -1.199 -5.005
C -0.168 -1.188 -3.856
C -0.169 -3.506 -2.176
O -0.168 -4.622 -2.471
C -2.497 -1.135 -2.061
O -3.621 -1.115 -2.313
C 2.133 -1.117 -1.988
O 3.262 -1.099 -2.226
S -0.201 -1.754 1.180
C -0.004 -0.116 1.720
N 1.172 0.523 1.886
C 1.020 1.787 2.586
C -0.500 1.932 2.727
N -0.994 0.665 2.196
H 2.041 0.193 1.450
H 1.471 2.602 2.002
H 1.501 1.734 3.572
H -0.821 2.795 2.134
H -0.825 2.102 3.783
H -1.965 0.349 2.177

=====

21
Properties=species:S:1:pos:R:3 method="wB97M-V/def2-TZVPD" multiplicity=1 homo_ev=-17.8 charge=+2
O -0.142 4.630 -5.292
C -0.142 3.631 -4.759
In -0.035 -0.334 -1.709
O -0.136 3.132 -0.395
C -0.116 2.132 -0.942
C -0.249 -2.178 -2.724
O -0.380 -3.221 -3.138
C 2.417 0.151 -1.611
O 3.487 0.525 -1.535
C -2.566 0.098 -1.620
O -3.666 0.385 -1.582
H 0.101 -0.624 -3.293
C 0.438 -0.347 4.006
C -0.071 -1.494 3.100
C -0.063 -1.155 1.703
N -0.057 -0.919 0.566
H 1.515 -0.163 3.790
H 0.378 -0.645 5.042
H -0.167 0.557 3.872
H 0.570 -2.389 3.184
H -1.117 -1.772 3.338

=====

18
Properties=species:S:1:pos:R:3 method="wB97M-V/def2-TZVPD" multiplicity=1 homo_ev="-7.8 / -7.8" charge=0 de_lowest_kj_mol=615.18
C -3.631 0.419 0.158
C 3.269 0.906 0.222
C -0.461 -1.257 -0.711
C -1.754 -0.579 -0.527
C 0.671 -1.220 0.033
C 0.982 -0.121 1.010
C -2.374 -0.167 0.567
C 1.830 0.927 0.305
N -4.699 0.751 -0.161
N 4.410 0.982 0.049
S 1.802 -2.516 -0.079
S 0.981 2.023 -0.866
H -0.389 -1.976 -1.469
H -2.344 -0.387 -1.383
H 0.084 0.477 1.298
H 1.524 -0.499 1.763
H -1.975 -0.044 1.455
H 2.073 2.279 -1.664

=====

Number 1: total energy -89967.199 eV. Number 2: total energy -36160.006 eV. Number 3: total energy -34120.013 eV. Number 4: total energy -24889.849 eV. Number 5: total energy -23380.923 eV. Number 6: total energy -27773.100 eV. Number 7: total energy -71888.902 eV. Number 8: total energy -33101.252 eV. Number 9: total energy -26495.726 eV. Number 10: total energy -58212.837 eV. Number 11: total energy -25272.118 eV. Number 12: total energy -33037.633 eV.